Entry from the Open Molecules 2025 dataset: a structure of composition C32H34N3OOsS5Si (the ωB97M-V functional and the def2-TZVPD basis).

The calculation puts the relative energy (zero: lowest compared OMol25 entry of this formula, charge and spin) at 118.34 kJ/mol. As for the net charge: +1. The value obtained for the HOMO-LUMO gap (spin up / spin down) is 5.60 / 5.60 eV. Its spin multiplicity is 1. For the HOMO energy (spin up / spin down), the calculation gives -0.36856 / -0.36857 Ha. The total energy comes out at -104769.7595 eV.

Geometry (Å):
Os: -1.08882 0.09607 0.65521
O: -2.97455 -0.29478 0.48975
C: -3.62045 -1.37299 0.96186
C: -4.76074 -1.78339 0.27017
C: -5.45376 -2.90574 0.67881
C: -5.02534 -3.64319 1.77719
C: -3.90756 -3.23422 2.47444
C: -3.19977 -2.09303 2.08781
C: -2.06170 -1.63008 2.86378
N: -1.04986 -0.87324 2.44503
C: -0.21336 -0.67230 3.53002
C: -0.71306 -1.33509 4.59786
N: -1.87471 -1.92251 4.16505
H: -5.07788 -1.20448 -0.58635
H: -6.33320 -3.21661 0.13052
H: -5.55776 -4.53488 2.07626
H: -3.56326 -3.82386 3.31582
H: 0.67006 -0.06765 3.46863
H: -0.35832 -1.42580 5.60794
H: -2.50847 -2.47454 4.71715
C: -0.66641 -1.81030 -0.14585
Si: 0.39625 -1.50714 -1.62037
C: 1.77556 -0.66235 -0.65891
N: 1.15513 0.45180 0.15181
C: 2.00942 0.62791 1.36562
C: 3.47660 0.94547 1.06889
C: 3.63452 1.94509 -0.08764
C: 2.32282 2.68182 -0.30945
C: 1.20857 1.71458 -0.68674
C: 1.02832 -2.93894 -2.62541
C: 2.01494 -3.78588 -2.11181
C: 2.49993 -4.85134 -2.85439
C: 2.00263 -5.08750 -4.12881
C: 1.01969 -4.26220 -4.65451
C: 0.53837 -3.19632 -3.90763
C: -0.37753 -0.15642 -2.66898
C: 0.29485 0.35096 -3.78623
C: -0.15396 1.48954 -4.43630
C: -1.28737 2.15692 -3.98077
C: -1.98248 1.66292 -2.89086
C: -1.53409 0.50774 -2.25289
H: -0.19249 -2.50449 0.55377
H: -1.65898 -2.21377 -0.37676
H: 2.60873 -0.27030 -1.24146
H: 2.18805 -1.39930 0.03609
H: 1.94067 -0.30241 1.92724
H: 1.56204 1.42169 1.96374
H: 4.03342 0.03052 0.86593
H: 3.89472 1.35818 1.98977
H: 3.91232 1.42231 -1.00589
H: 4.44301 2.64634 0.11651
H: 2.41211 3.41211 -1.11600
H: 2.05969 3.24229 0.59015
H: 1.34056 1.40543 -1.71985
H: 0.24049 2.19941 -0.63781
H: 2.41407 -3.62189 -1.11591
H: 3.26411 -5.49695 -2.44185
H: 2.38359 -5.91566 -4.71201
H: 0.62827 -4.44804 -5.64608
H: -0.22894 -2.55837 -4.33220
H: 1.19377 -0.14144 -4.14356
H: 0.38354 1.86627 -5.29702
H: -1.62970 3.04944 -4.48763
H: -2.88136 2.15685 -2.54412
H: -2.15827 0.10345 -1.45840
C: 2.01218 4.88533 4.47730
S: 1.06701 3.52616 3.74524
C: 0.32859 4.22633 2.33335
C: -0.54277 3.51557 1.55886
S: -1.08984 1.94556 2.00739
S: -1.20642 4.35681 0.17090
C: -0.33646 5.84114 0.36343
S: -0.43559 7.12438 -0.62053
S: 0.68367 5.83514 1.79221
H: 1.45826 5.32568 5.30198
H: 2.26313 5.65693 3.75498
H: 2.94161 4.45527 4.84258

Cartesian forces (eV/Å) of the 2 atoms listed first:
Os -0.37 0.05 0.10
O 0.43 -0.03 0.00

Entry from the Open Molecules 2025 dataset: a structure of composition C32H34NOP2PdS4Si (the ωB97M-V functional and the def2-TZVPD basis).

The calculation puts the relative energy (zero: lowest compared OMol25 entry of this formula, charge and spin) at 210.86 kJ/mol. As for the net charge: -1. The value obtained for the HOMO-LUMO gap is 4.80 eV. Its spin multiplicity is 1. For the HOMO energy, the calculation gives -0.11307 Ha. The total energy comes out at -110553.2343 eV.

Geometry (Å):
Pd: 0.55639 -0.74541 -1.28835
O: 5.83493 -3.34557 -4.76607
C: 4.86772 -2.93811 -4.17424
S: 3.96815 -1.48699 -4.65062
C: 2.77068 -1.56874 -3.36959
C: 2.87780 -2.56966 -2.46908
S: 1.89084 -2.76612 -1.06110
S: 4.19056 -3.70524 -2.73058
S: 1.49919 -0.38259 -3.35999
C: -0.27690 2.96276 1.00475
N: -0.32125 1.78486 0.15481
P: -0.95070 0.21979 0.63237
C: -2.67593 0.67482 1.09315
C: -3.32630 -0.02911 2.10229
C: -4.65999 0.22560 2.39226
C: -5.36403 1.18650 1.68208
C: -4.72666 1.89893 0.67530
C: -3.39751 1.63647 0.38293
C: -0.29680 -0.42886 2.10621
C: -0.25867 0.40701 3.25053
C: 0.36623 0.09990 4.41911
C: 1.04476 -1.16595 4.50013
C: 1.03956 -2.05584 3.50031
C: 0.33291 -1.85260 2.16964
P: 0.75048 1.45948 -1.08318
C: 0.39614 2.67853 -2.38166
C: -0.88155 3.21608 -2.49436
C: -1.18513 4.09361 -3.52447
C: -0.21458 4.42938 -4.45681
C: 1.05919 3.88559 -4.35773
C: 1.36476 3.01151 -3.32726
C: 2.41874 1.90196 -0.52063
C: 2.79540 3.23668 -0.37083
C: 4.04698 3.55561 0.12943
C: 4.93283 2.54348 0.47696
C: 4.56696 1.21574 0.32162
C: 3.31370 0.89173 -0.17819
H: -1.17525 2.98118 1.62282
H: -0.26136 3.87266 0.39784
H: 0.59791 2.95703 1.66072
H: -2.76633 -0.76643 2.66162
H: -5.14903 -0.33150 3.18171
H: -6.40422 1.38100 1.91177
H: -5.26684 2.65227 0.11505
H: -2.90798 2.18721 -0.41099
H: -0.76072 1.37202 3.18798
H: 0.37170 0.78795 5.25358
H: 1.57480 -1.41179 5.41593
H: 1.56278 -2.99858 3.61791
H: 1.09061 -1.93169 1.38887
H: -1.63528 2.94464 -1.76748
H: -2.18126 4.51053 -3.60048
H: -0.45129 5.11086 -5.26406
H: 1.81594 4.13644 -5.08968
H: 2.35395 2.57780 -3.25756
H: 2.11443 4.02926 -0.65775
H: 4.33270 4.59352 0.24526
H: 5.91183 2.79383 0.86649
H: 5.25510 0.42347 0.58559
H: 3.02967 -0.14905 -0.30067
C: -0.60103 -4.74376 -0.67256
Si: -1.61482 -3.73092 0.52972
C: -2.78811 -2.67452 -0.48579
C: -2.73977 -4.97269 1.41069
C: -0.68956 -3.00349 2.00658
H: -1.28551 -5.42331 -1.18910
H: 0.15355 -5.33983 -0.15614
H: -0.08211 -4.14346 -1.42038
H: -3.48178 -3.35515 -0.98652
H: -2.27344 -2.09232 -1.25342
H: -3.37898 -1.99125 0.12638
H: -3.35094 -5.52397 0.69190
H: -3.41442 -4.46715 2.10533
H: -2.15792 -5.69924 1.98191
H: -0.20727 -3.92214 2.38053
H: -1.48865 -2.81468 2.73722

Cartesian forces (eV/Å) of the 2 atoms listed first:
Pd -0.17 0.94 -0.08
O -0.01 -0.02 0.01

Entry from the Open Molecules 2025 dataset: a structure of composition C32H35AsClCoN2PSe (the ωB97M-V functional and the def2-TZVPD basis).

The calculation puts the relative energy (zero: lowest compared OMol25 entry of this formula, charge and spin) at 17.98 kJ/mol. As for the net charge: +3. The value obtained for the HOMO-LUMO gap (spin up / spin down) is 7.67 / 3.21 eV. Its spin multiplicity is 5. For the HOMO energy (spin up / spin down), the calculation gives -0.56818 / -0.56851 Ha. Its expectation value of S² is 6.020. The total energy comes out at -222329.9532 eV.

Geometry (Å):
Co: 0.73977 0.04800 -0.72911
Cl: 2.77276 -1.06913 -1.03142
C: 3.60403 -0.90803 0.56769
C: 4.88483 -1.40382 0.61828
C: 5.55170 -1.34426 1.83799
C: 4.92913 -0.81101 2.95929
C: 3.63643 -0.31365 2.86645
C: 2.94757 -0.34440 1.65405
P: 1.30837 0.39206 1.51761
C: 1.53390 2.18306 1.41340
C: 0.40274 2.95170 1.09184
C: 0.51698 4.32973 0.92500
C: 1.75976 4.94203 1.05468
C: 2.88157 4.18483 1.35828
C: 2.77410 2.80333 1.53328
C: 0.41137 -0.07929 2.99308
C: 0.35431 -1.43906 3.30987
C: -0.31015 -1.84880 4.45373
C: -0.92160 -0.90542 5.27524
C: -0.85775 0.44374 4.96418
C: -0.19472 0.86547 3.81681
H: 5.35643 -1.83483 -0.25702
H: 6.56353 -1.72664 1.90417
H: 5.44982 -0.78453 3.90852
H: 3.14976 0.09974 3.74379
H: -0.57454 2.47925 1.00859
H: -0.36294 4.92642 0.71602
H: 1.85103 6.01454 0.92227
H: 3.84592 4.66703 1.46936
H: 3.65782 2.22557 1.77423
H: 0.85120 -2.17619 2.68562
H: -0.34338 -2.89965 4.71216
H: -1.44367 -1.22724 6.16742
H: -1.31276 1.17516 5.62016
H: -0.13467 1.92397 3.59302
C: 2.33975 2.27180 -4.93212
N: 0.89475 2.54333 -4.70115
C: -0.00407 2.89076 -5.66408
C: -1.20457 3.10098 -5.04235
N: -1.01846 2.85761 -3.71273
C: -2.03615 3.10139 -2.66594
C: 0.26732 2.49560 -3.51163
Se: 1.14020 2.21278 -1.88837
H: 2.55026 2.46119 -5.97860
H: 2.56578 1.23623 -4.70122
H: 2.93572 2.94012 -4.31720
H: 0.26824 2.97217 -6.70614
H: -2.15560 3.41798 -5.44629
H: -3.01345 2.86765 -3.07628
H: -2.00650 4.14492 -2.36340
H: -1.83172 2.46497 -1.81389
C: -2.92822 -0.55396 -0.98817
As: -1.19381 -1.36949 -1.14642
C: -1.29969 -2.27944 -2.83867
C: -1.21548 -2.80899 0.17604
C: -2.53356 -3.54464 0.16177
C: -3.54492 -3.17576 1.03478
C: -4.74101 -3.88566 1.06700
C: -4.92941 -4.96132 0.21883
C: -3.92607 -5.33237 -0.65615
C: -2.72965 -4.62152 -0.68733
H: -3.65226 -1.36105 -0.88395
H: -3.14255 0.00930 -1.89035
H: -2.98360 0.09590 -0.11657
H: -2.20638 -2.87967 -2.83668
H: -0.43253 -2.92135 -2.97133
H: -1.34125 -1.55729 -3.64980
H: -1.01977 -2.34238 1.13679
H: -0.37483 -3.45148 -0.07869
H: -3.39464 -2.33898 1.71347
H: -5.51878 -3.60585 1.76648
H: -5.86067 -5.51310 0.24106
H: -4.06398 -6.18720 -1.30669
H: -1.93707 -4.93286 -1.36257

Cartesian forces (eV/Å) of the 2 atoms listed first:
Co -0.54 -0.32 0.16
Cl 0.40 -0.07 0.18

> relative energy (zero: lowest compared OMol25 entry of this formula, charge and spin) of number 2 (C32H34NOP2PdS4Si)?

210.86 kJ/mol

> net charge of number 2 (C32H34NOP2PdS4Si)?

-1

> Number 2 is which compound?

C32H34NOP2PdS4Si

> What is the net charge in the third record?

+3